Entry 1:
# C38H52N2O8

A 2-piece molecular cluster, C38H52N2O8 overall (the ωB97M-V functional and the def2-TZVPD basis, the OMol25 dataset).

Properties
* HOMO: -5.2 eV
* energy above the lowest of the compared OMol25 structures with the same formula, charge and spin: 0.0 kJ/mol
* LUMO: -2.982 eV
* spin multiplicity: 1
* max |F|: 0.059 Eh/bohr
* HOMO-LUMO gap: 2.2 eV

CARTESIAN COORDINATES (ANGSTROEM)
C (-5.25483, 1.28430, -6.14860)
C (-4.06561, 2.16660, -5.83933)
O (-3.02803, 1.45442, -5.21377)
C (-1.94829, 2.27225, -4.99807)
C (-0.77069, 1.71699, -4.38743)
C (0.41355, 2.61680, -4.15946)
C (0.86727, 3.37780, -5.43497)
C (2.07261, 4.29613, -5.15057)
C (1.76054, 5.29031, -4.01571)
C (1.32941, 4.53566, -2.74340)
C (0.11712, 3.62920, -3.02820)
C (-0.69522, 0.36673, -3.89255)
O (0.33857, -0.01919, -3.34759)
O (-1.79525, -0.44383, -4.03024)
C (-1.61892, -1.68137, -3.38092)
C (-2.80089, -2.59773, -3.61604)
O (-1.95807, 3.46172, -5.31684)
H (-6.09667, 1.85119, -6.54942)
H (-4.98692, 0.51942, -6.87793)
H (-5.58777, 0.77031, -5.24727)
H (-3.64568, 2.60976, -6.75155)
H (-4.33659, 3.00265, -5.18107)
H (1.24651, 1.97052, -3.83467)
H (1.07867, 2.67457, -6.24977)
H (0.02361, 3.98081, -5.78855)
H (2.92953, 3.68065, -4.85402)
H (2.39285, 4.82551, -6.05837)
H (2.62441, 5.93793, -3.81070)
H (0.95673, 5.96654, -4.33306)
H (2.16716, 3.92086, -2.39061)
H (1.11712, 5.23324, -1.92225)
H (-0.74147, 4.23579, -3.34030)
H (-0.21399, 3.10119, -2.12547)
H (-0.68137, -2.12137, -3.74206)
H (-1.47635, -1.47241, -2.31377)
H (-2.77031, -3.48975, -2.98911)
H (-3.72909, -2.06674, -3.40739)
H (-2.84547, -2.91923, -4.65661)
C (4.76125, -2.93910, 6.49683)
O (5.45551, -3.42402, 5.36919)
C (4.76269, -3.29586, 4.15688)
C (3.41366, -2.96790, 4.05262)
C (2.80230, -2.80490, 2.82203)
C (1.37176, -2.37237, 2.73976)
C (1.18834, -0.85575, 2.67327)
C (1.77237, -0.15294, 3.88798)
O (2.92702, -0.17238, 4.25665)
N (0.73909, 0.51216, 4.50865)
C (0.98992, 1.29110, 5.70950)
C (-0.57984, 0.38496, 3.81903)
C (-1.56646, -0.30056, 4.75555)
C (-1.04260, 1.76751, 3.37901)
N (-0.25941, -0.48121, 2.62565)
C (-1.09300, -0.83818, 1.60415)
C (-2.43284, -0.52388, 1.53737)
C (-3.28511, -0.86490, 0.50590)
C (-4.66329, -0.50833, 0.46815)
C (-5.48651, -0.93031, -0.59324)
C (-6.81850, -0.58944, -0.62590)
C (-7.37050, 0.17920, 0.38582)
C (-6.58350, 0.61026, 1.43667)
C (-5.25362, 0.27413, 1.47986)
C (3.54004, -2.99527, 1.66628)
C (4.88626, -3.34481, 1.71638)
O (5.69783, -3.53013, 0.58804)
C (5.01920, -3.49348, -0.64771)
C (5.49846, -3.50773, 2.97458)
O (6.86450, -3.85385, 3.05003)
C (7.68793, -2.71994, 3.04818)
H (5.42948, -2.98446, 7.35867)
H (4.46263, -1.90120, 6.32988)
H (3.88934, -3.56595, 6.69603)
H (2.83389, -2.78739, 4.93972)
H (0.90935, -2.84440, 1.86730)
H (0.82328, -2.74765, 3.60861)
H (1.67439, -0.45807, 1.77211)
H (2.03353, 1.17139, 5.99693)
H (0.80487, 2.34685, 5.52086)
H (0.35746, 0.95152, 6.52869)
H (-1.16256, -1.25482, 5.09088)
H (-1.74173, 0.31865, 5.63277)
H (-2.52736, -0.48438, 4.28140)
H (-0.26847, 2.23889, 2.77416)
H (-1.95778, 1.72708, 2.79352)
H (-1.23026, 2.39784, 4.24585)
H (-0.66439, -1.39811, 0.79387)
H (-2.85609, 0.01787, 2.35529)
H (-2.88523, -1.43937, -0.30749)
H (-5.06150, -1.52547, -1.38329)
H (-7.44441, -0.92178, -1.43768)
H (-8.41550, 0.43821, 0.36245)
H (-7.01520, 1.20777, 2.22294)
H (-4.65625, 0.62659, 2.29816)
H (3.05911, -2.84549, 0.71741)
H (5.73710, -3.72142, -1.43726)
H (4.22755, -4.24574, -0.66243)
H (4.61076, -2.49571, -0.82117)
H (8.72441, -3.04872, 3.12794)
H (7.54364, -2.17562, 2.11344)
H (7.43479, -2.08722, 3.90093)

Löwdin atomic charge list, values in e, 8 entries: C -0.07; C -0.28; O -0.02; C -0.45; C -0.07; C -0.27; C -0.16; C -0.21


Entry 2:
# C38H53ClN4PReSi

C38H53ClN4PReSi as an isolated structure (the ωB97M-V functional and the def2-TZVPD basis, the OMol25 dataset).

Properties
* charge: +3
* HOMO (spin up / spin down): -15.2 / -15.2 eV
* LUMO (spin up / spin down): -9.625 / -10.320 eV
* spin multiplicity: 4
* max |F|: 0.052 Eh/bohr
* HOMO-LUMO gap (spin up / spin down): 5.6 / 4.9 eV

CARTESIAN COORDINATES (ANGSTROEM)
Re (0.48328, 0.08420, 1.19373)
C (-1.55715, 2.03109, 0.56559)
C (-2.16233, 0.63762, 0.72082)
N (-1.52880, -0.05338, 1.89204)
C (-1.89575, -1.49825, 2.05838)
C (-1.12840, -2.36130, 1.09055)
C (-1.57369, -3.55565, 0.56742)
C (-0.76904, -4.21815, -0.36011)
C (0.41120, -3.63393, -0.80571)
C (0.79646, -2.41966, -0.27105)
C (1.97219, -1.59953, -0.74738)
N (1.75546, -0.13659, -0.47149)
C (0.81465, 0.55966, -1.41992)
C (0.51512, 1.97537, -0.93308)
N (-0.05401, 2.02082, 0.46553)
N (0.07323, -1.87102, 0.72384)
H (-1.80148, 2.63930, 1.43864)
H (-1.98544, 2.51878, -0.31077)
H (-2.00428, 0.01437, -0.16690)
H (-3.24221, 0.71419, 0.86490)
H (-1.78183, 0.44089, 2.74864)
H (-2.97221, -1.63291, 1.93969)
H (-1.63700, -1.76798, 3.08444)
H (-2.53537, -3.95849, 0.85379)
H (-1.09823, -5.15601, -0.78735)
H (0.99425, -4.09389, -1.59035)
H (2.13512, -1.75397, -1.81776)
H (2.87970, -1.88675, -0.21233)
H (2.66481, 0.32623, -0.49029)
H (-0.07434, -0.07563, -1.51923)
H (1.24493, 0.61228, -2.42493)
H (-0.18610, 2.45016, -1.61824)
H (1.43345, 2.56567, -0.92278)
H (0.29788, 2.85854, 0.92489)
Cl (-2.18818, 1.36108, -2.88356)
C (-2.74317, 0.49617, -4.32164)
C (-3.54378, 1.21589, -5.18902)
C (-3.99790, 0.58572, -6.33784)
C (-3.64509, -0.73466, -6.59179)
C (-2.83670, -1.42337, -5.70419)
C (-2.35948, -0.82072, -4.53601)
P (-1.26398, -1.71522, -3.36714)
C (0.36319, -1.52956, -4.19230)
C (0.65865, -0.33725, -4.86044)
C (1.94518, -0.07053, -5.30688)
C (2.96348, -0.99386, -5.10502)
C (2.67906, -2.19407, -4.46711)
C (1.39448, -2.45442, -4.01019)
C (-1.76603, -3.44490, -3.61362)
C (-2.81858, -3.88987, -2.80852)
C (-3.31488, -5.17657, -2.93707)
C (-2.74372, -6.04664, -3.85753)
C (-1.69953, -5.61466, -4.66343)
C (-1.22171, -4.31670, -4.55558)
H (-3.80490, 2.24155, -4.97203)
H (-4.62609, 1.12839, -7.03054)
H (-4.00225, -1.22812, -7.48517)
H (-2.57343, -2.45087, -5.91548)
H (-0.12424, 0.38380, -5.06175)
H (2.14390, 0.84784, -5.84383)
H (3.96010, -0.79628, -5.47572)
H (3.45158, -2.94427, -4.35489)
H (1.19006, -3.41748, -3.55668)
H (-3.27439, -3.20931, -2.09542)
H (-4.15360, -5.49974, -2.33444)
H (-3.12699, -7.05256, -3.96215)
H (-1.26947, -6.28312, -5.39738)
H (-0.44148, -3.98418, -5.22741)
C (0.55583, 0.65163, 4.60599)
Si (1.79180, 0.24452, 3.19966)
C (3.19472, 1.58552, 3.00309)
C (3.76318, 1.95907, 4.38034)
C (2.54557, 2.86144, 2.42583)
C (4.35078, 1.19562, 2.07774)
C (2.45201, -1.58383, 3.75984)
C (1.36457, -2.61259, 3.50508)
C (2.67937, -1.37607, 5.25292)
C (3.73172, -1.86620, 2.98513)
H (1.09465, 0.75914, 5.54586)
H (-0.20320, -0.12175, 4.73904)
H (0.04568, 1.60484, 4.43627)
H (3.00561, 2.37182, 5.04775)
H (4.52561, 2.72880, 4.23782)
H (4.24878, 1.12355, 4.87533)
H (1.62161, 3.14496, 2.93866)
H (2.35396, 2.75547, 1.35017)
H (3.23727, 3.69956, 2.52969)
H (5.06326, 0.53484, 2.56022)
H (4.89637, 2.09498, 1.78458)
H (4.02367, 0.69717, 1.15754)
H (0.40016, -2.30796, 3.91801)
H (1.63186, -3.53799, 4.02695)
H (1.26897, -2.87017, 2.45018)
H (1.75409, -1.29963, 5.81751)
H (3.33162, -0.54322, 5.49373)
H (3.19319, -2.27318, 5.62053)
H (3.61534, -1.74636, 1.90591)
H (4.02495, -2.90832, 3.15568)
H (4.56088, -1.25370, 3.32549)

Löwdin atomic charge list, values in e, 8 entries: Re 1.51; C -0.14; C -0.16; N -0.16; C -0.07; C -0.23; C 0.05; C 0.03


Entry 3:
# C38H53IrN4O4S4SbTe

C38H53IrN4O4S4SbTe as an isolated structure (the ωB97M-V functional and the def2-TZVPD basis, the OMol25 dataset).

Properties
* charge: -2
* HOMO (spin up / spin down): 0.5 / -2.2 eV
* energy above the lowest of the compared OMol25 structures with the same formula, charge and spin: 89.2 kJ/mol
* LUMO (spin up / spin down): 3.446 / 3.436 eV
* spin multiplicity: 6
* max |F|: 0.085 Eh/bohr
* HOMO-LUMO gap (spin up / spin down): 3.0 / 5.6 eV

CARTESIAN COORDINATES (ANGSTROEM)
Ir (1.79779, 1.97350, 2.09660)
O (6.97889, 0.93364, 6.57137)
C (6.09106, 1.12588, 5.76795)
S (6.23160, 1.57904, 4.01592)
C (4.60625, 1.34013, 3.55186)
C (3.66478, 1.18977, 4.53775)
S (1.99782, 1.53133, 4.26560)
S (4.30400, 1.05481, 6.12950)
S (4.02764, 1.70456, 2.00048)
N (1.99393, 3.97473, 2.27400)
C (1.66888, 4.98674, 1.73887)
N (1.23981, 6.11061, 1.34668)
C (0.97291, 6.54914, 0.17030)
N (0.71641, 7.15968, -0.79832)
O (2.29301, -0.45181, 0.15297)
C (2.30166, 0.64437, -0.42987)
O (2.03658, 1.80687, 0.02310)
H (2.51793, 0.68271, -1.49884)
C (-2.22918, 1.83689, 2.31996)
C (-0.74562, 2.08693, 2.65424)
O (-0.41477, 2.93487, 3.49642)
N (0.13846, 1.28998, 1.94827)
Te (-1.61682, 0.99592, -1.01466)
C (-2.69794, -0.21688, -2.56378)
C (-3.67170, -1.19596, -2.23409)
C (-4.08685, -1.54439, -0.82894)
C (-4.27492, -1.93753, -3.23741)
C (-3.92490, -1.75739, -4.58528)
C (-4.63721, -2.46220, -5.72163)
C (-2.86529, -0.91346, -4.88926)
C (-2.30725, -0.09189, -3.91496)
C (-1.30094, 0.92226, -4.38071)
C (-2.32594, 2.98048, -1.52253)
C (-3.69603, 3.23800, -1.29733)
C (-4.72728, 2.22108, -0.89037)
C (-4.12306, 4.56042, -1.46768)
C (-3.27886, 5.58743, -1.83720)
C (-3.73055, 7.03232, -1.77551)
C (-1.99327, 5.26028, -2.25317)
C (-1.51415, 3.97280, -2.09597)
C (-0.08820, 3.65841, -2.44123)
H (-2.72913, 1.62700, 3.27872)
H (-2.38357, 1.00488, 1.61988)
H (-2.67325, 2.77090, 1.90459)
H (-3.59282, -0.90315, -0.08258)
H (-3.83415, -2.62489, -0.62638)
H (-5.17975, -1.42206, -0.74191)
H (-4.98459, -2.70671, -2.94279)
H (-5.49931, -3.07015, -5.37734)
H (-3.94142, -3.14928, -6.25558)
H (-5.05762, -1.75158, -6.45070)
H (-2.53122, -0.86453, -5.92442)
H (-0.81427, 0.62131, -5.33632)
H (-0.48071, 1.05505, -3.63607)
H (-1.73207, 1.93009, -4.48412)
H (-4.33170, 1.52600, -0.12523)
H (-5.01020, 1.61063, -1.76848)
H (-5.63664, 2.77875, -0.58782)
H (-5.17615, 4.82114, -1.25102)
H (-4.09089, 7.27448, -0.77644)
H (-4.55420, 7.20549, -2.50055)
H (-2.88126, 7.69873, -1.99736)
H (-1.33654, 6.04566, -2.62546)
H (0.44143, 4.59767, -2.64792)
H (0.01809, 3.00404, -3.32574)
H (0.47151, 3.16050, -1.62726)
C (1.89789, -4.24183, 3.77705)
C (2.27844, -2.79956, 3.53385)
C (1.36090, -1.80029, 4.22634)
C (3.72296, -2.46166, 3.76188)
Sb (1.93717, -2.42684, 1.18520)
C (3.90076, -2.99733, -0.01335)
C (5.03810, -2.07992, 0.34793)
C (3.44686, -2.85902, -1.45177)
C (4.29119, -4.43161, 0.27004)
C (-0.03800, -3.21984, 0.31909)
C (-1.07549, -2.53949, 1.20233)
C (-0.00093, -4.73809, 0.54262)
C (-0.19685, -2.89331, -1.14429)
H (2.32876, -4.56244, 4.75896)
H (2.29171, -4.88013, 2.99453)
H (0.80508, -4.38942, 3.75232)
H (1.70014, -1.70107, 5.27529)
H (0.31858, -2.17305, 4.24476)
H (1.33125, -0.79976, 3.75970)
H (3.96379, -2.47915, 4.83962)
H (3.96889, -1.44993, 3.42057)
H (4.37511, -3.15023, 3.21050)
H (4.84480, -0.99668, 0.32386)
H (5.85211, -2.31148, -0.36793)
H (5.44267, -2.31128, 1.33471)
H (3.09925, -1.85680, -1.70448)
H (2.74531, -3.63938, -1.71490)
H (4.34366, -3.07452, -2.11672)
H (4.47976, -4.56510, 1.36904)
H (5.24894, -4.60689, -0.24200)
H (3.56766, -5.16952, -0.11203)
H (-0.97240, -2.84178, 2.24902)
H (-2.08377, -2.87221, 0.83259)
H (-1.01827, -1.45287, 1.01663)
H (0.05708, -4.98885, 1.61016)
H (0.79205, -5.22198, -0.05345)
H (-0.99849, -5.11981, 0.22610)
H (-0.12778, -1.81383, -1.38339)
H (-1.23543, -3.23799, -1.40067)
H (0.50833, -3.43909, -1.77449)

Löwdin atomic charge list, values in e, 8 entries: Ir 1.02; O -0.09; C -0.95; S 0.93; C -1.19; C -1.14; S 0.60; S 0.91


Entry 4:
# C38H54B2N9O4P

A 10-piece molecular cluster, C38H54B2N9O4P overall (the ωB97M-V functional and the def2-TZVPD basis, the OMol25 dataset).

Properties
* HOMO: -8.3 eV
* LUMO: -1.374 eV
* spin multiplicity: 1
* max |F|: 0.010 Eh/bohr
* HOMO-LUMO gap: 6.9 eV

CARTESIAN COORDINATES (ANGSTROEM)
C (-0.53032, -1.64968, 1.64160)
C (-1.47008, -2.06119, 0.48219)
B (-0.89324, -1.67790, -0.91879)
O (-0.25097, -0.43756, -1.07061)
B (-1.00051, -2.61654, -2.31237)
P (-0.14135, -4.29514, -2.58107)
O (-1.03304, -5.40299, -2.18152)
O (0.35903, -4.36187, -4.11301)
O (1.26995, -4.28193, -1.81497)
H (0.52564, -1.67695, 1.35433)
H (-0.64064, -2.32265, 2.49141)
H (-0.73831, -0.63305, 1.97713)
H (-1.75807, -3.11174, 0.55612)
H (-2.40728, -1.49005, 0.56934)
H (0.66672, -0.43207, -0.76653)
H (-1.66421, -2.27855, -3.24613)
H (-0.39286, -4.57016, -4.68630)
H (1.47843, -5.19939, -1.58139)
C (-1.95352, 3.25065, -3.74292)
C (-2.87280, 2.43857, -4.46770)
C (-2.61469, 1.13302, -4.13109)
N (-1.58456, 1.12896, -3.23477)
C (-1.17562, 2.40495, -2.99512)
H (-1.86907, 4.32492, -3.77046)
H (-3.63062, 2.77626, -5.15523)
H (-3.08085, 0.21755, -4.45354)
H (-1.15024, 0.34893, -2.77318)
H (-0.36410, 2.60607, -2.31594)
C (3.80903, -2.09014, 0.43132)
C (3.20812, -1.33167, -0.61029)
C (3.38774, -0.00489, -0.31145)
N (4.08194, 0.06359, 0.86703)
C (4.34362, -1.20099, 1.32368)
H (3.84383, -3.16335, 0.51078)
H (2.70215, -1.72171, -1.47983)
H (3.08904, 0.88878, -0.83488)
H (4.33478, 0.91283, 1.34215)
H (4.88522, -1.35974, 2.24029)
C (8.32611, 3.61129, -0.06809)
C (7.39469, 4.13960, -1.00419)
C (6.32868, 3.28251, -1.04740)
N (6.57920, 2.25881, -0.17318)
C (7.79471, 2.45110, 0.42665)
H (9.27683, 4.03557, 0.20810)
H (7.49695, 5.04474, -1.57890)
H (5.41921, 3.31742, -1.62313)
H (5.97327, 1.47605, -0.01008)
H (8.17713, 1.75048, 1.14913)
C (-4.40349, -2.55400, 5.24019)
C (-5.14237, -2.99791, 4.10895)
C (-4.78782, -2.20074, 3.05399)
N (-3.86641, -1.29558, 3.50503)
C (-3.62547, -1.50225, 4.83504)
H (-4.43883, -2.96917, 6.23316)
H (-5.84937, -3.80974, 4.07526)
H (-5.11039, -2.20427, 2.02686)
H (-3.43151, -0.58558, 2.94551)
H (-2.92278, -0.89114, 5.37529)
C (2.20010, -7.49582, -6.29879)
C (2.87341, -8.74561, -6.37682)
C (2.87555, -9.28566, -5.11887)
N (2.23180, -8.41094, -4.28713)
C (1.81703, -7.31589, -4.99616)
H (2.02091, -6.80705, -7.10766)
H (3.30456, -9.19555, -7.25535)
H (3.27583, -10.21411, -4.74951)
H (2.07805, -8.55811, -3.30728)
H (1.28600, -6.50802, -4.52421)
C (-4.07339, 7.76368, -3.30736)
C (-5.36886, 7.31183, -3.68031)
C (-5.41794, 5.96543, -3.42982)
N (-4.20607, 5.58887, -2.92357)
C (-3.38070, 6.67582, -2.84362)
H (-3.69588, 8.77075, -3.36972)
H (-6.17060, 7.90668, -4.08493)
H (-6.20919, 5.24909, -3.57052)
H (-3.94994, 4.65367, -2.65899)
H (-2.37736, 6.58609, -2.46043)
C (-4.56940, -5.44408, 9.94617)
C (-3.32324, -4.86711, 10.31648)
C (-3.24985, -3.63723, 9.71941)
N (-4.40127, -3.45019, 9.00485)
C (-5.21087, -4.54499, 9.13710)
H (-4.94958, -6.40794, 10.24052)
H (-2.56886, -5.30583, 10.94790)
H (-2.48016, -2.88504, 9.74287)
H (-4.62139, -2.63123, 8.46889)
H (-6.16866, -4.59166, 8.64782)
C (1.41816, 6.24503, -1.57027)
C (2.10672, 5.07767, -1.13824)
C (1.96807, 4.13971, -2.12502)
N (1.21894, 4.68675, -3.12764)
C (0.88270, 5.97098, -2.80480)
H (1.31832, 7.17278, -1.03195)
H (2.63091, 4.93452, -0.20750)
H (2.33160, 3.12762, -2.19490)
H (0.93829, 4.19990, -3.96053)
H (0.28225, 6.57304, -3.46593)
C (0.81709, 4.37176, 3.05488)
C (1.48373, 3.16857, 3.42082)
C (1.37066, 2.30166, 2.36562)
N (0.66501, 2.93595, 1.37910)
C (0.32327, 4.19348, 1.79019)
H (0.71555, 5.26301, 3.65102)
H (1.98634, 2.96468, 4.35166)
H (1.72761, 1.29316, 2.23701)
H (0.43358, 2.54764, 0.48300)
H (-0.23262, 4.84961, 1.14243)

Löwdin atomic charge list, values in e, 8 entries: C -0.09; C -0.15; B -0.45; O 0.06; B 0.05; P 0.40; O -0.27; O -0.16


Asked for M across the records above, the calculation gives 664.840, 846.590, 1199.711, 753.507 g mol⁻¹ in order.
Asked for calculated total energy across the records above, the calculation gives -2190.4888, -2867.2110, -4204.9408, -2665.2289 Eh in order.